(1)
The following is a DFT calculation (ωB97M-V with the def2-TZVPD basis set) of an isolated molecule of C19H25NO2 in a non-equilibrium geometry.

Calculated values
- E_tot: -944.185135 Ha
- Energy relative to the best compared isomer or geometry (same formula, charge and spin): 2.779 eV
- HOMO: -7.316 eV
- Maximum force: 2.6 eV/Å
- Multiplicity: 1
- Molar mass: 299.41 Da
- Kohn-Sham gap: 8.008 eV
- LUMO level: 0.7 eV
- Net charge: 0

Last column: Löwdin charge in e.
Element x y z (Å)
C1 0.78 2.67 0.26  -0.04
C2 -0.33 1.73 0.74  -0.33
C3 -1.64 2.62 0.79  -0.36
C4 -2.85 2.14 1.53  0.01
O1 -1.66 3.69 0.19  0.09
C5 -0.09 1.21 2.19  -0.36
C6 1.03 1.78 3.01  0.01
O2 -0.78 0.32 2.67  0.05
H1 1.76 2.19 0.30  0.10
H2 0.59 3.00 -0.76  0.08
H3 0.76 3.58 0.89  0.10
H4 -2.59 1.71 2.50  0.08
H5 -3.51 3.00 1.68  0.09
H6 -3.39 1.38 0.94  0.09
H7 1.63 2.51 2.48  0.06
H8 0.58 2.26 3.89  0.10
H9 1.67 0.96 3.35  0.10
C7 1.97 -4.68 -0.31  -0.15
C8 1.60 -4.92 1.17  -0.16
C9 1.17 -3.57 1.74  -0.16
N1 1.10 -2.67 0.60  -0.15
C10 0.55 -1.45 0.73  -0.11
C11 0.48 -0.48 -0.24  -0.03
C12 -0.58 0.60 -0.19  -0.23
C13 -0.84 1.13 -1.62  -0.18
C14 -2.14 1.45 -2.00  -0.04
C15 -2.40 2.01 -3.25  -0.07
C16 -1.35 2.19 -4.16  -0.09
C17 -0.05 1.81 -3.81  -0.07
C18 0.21 1.32 -2.52  -0.06
C19 1.56 -3.24 -0.65  -0.16
H10 3.05 -4.79 -0.46  0.10
H11 1.46 -5.38 -0.97  0.10
H12 0.76 -5.61 1.25  0.11
H13 2.44 -5.32 1.74  0.10
H14 0.20 -3.60 2.26  0.12
H15 1.90 -3.18 2.48  0.12
H16 0.15 -1.26 1.72  0.11
H17 1.07 -0.63 -1.15  0.09
H18 -1.51 0.12 0.15  0.15
H19 -2.97 1.27 -1.30  0.11
H20 -3.42 2.32 -3.49  0.11
H21 -1.54 2.66 -5.13  0.10
H22 0.77 1.91 -4.52  0.10
H23 1.24 1.11 -2.22  0.11
H24 2.40 -2.66 -1.07  0.12
H25 0.76 -3.21 -1.41  0.12

(2)
The following is a DFT calculation (ωB97M-V with the def2-TZVPD basis set) of a structure of composition C19H25NO4SW.

Calculated values
- E_tot: -1559.416502 Ha
- Energy relative to the best compared isomer or geometry (same formula, charge and spin): 0.369 eV
- HOMO: -14.676 eV
- Maximum force: 0.7 eV/Å
- Multiplicity: 1
- Molar mass: 547.32 Da
- Kohn-Sham gap: 7.118 eV
- LUMO level: -7.6 eV
- Net charge: +2

Last column: Löwdin charge in e.
Element x y z (Å)
W1 0.50 -0.44 0.60  1.39
O1 1.62 3.03 2.24  0.21
C1 1.28 2.36 1.33  -0.43
O2 1.13 0.96 1.55  -0.24
C2 0.91 2.84 -0.03  -0.16
C3 0.67 4.22 -0.10  0.02
C4 0.33 4.83 -1.29  -0.02
C5 0.25 4.08 -2.46  -0.03
C6 0.52 2.72 -2.42  -0.09
C7 0.82 2.09 -1.22  -0.54
S1 1.34 0.39 -1.28  0.81
H1 0.76 4.79 0.81  0.14
H2 0.14 5.89 -1.31  0.13
H3 0.01 4.56 -3.40  0.13
H4 0.50 2.14 -3.34  0.12
C8 -1.35 -2.11 2.11  -0.05
C9 -1.45 -2.80 0.78  -0.18
O3 -0.74 -1.98 -0.20  -0.40
C10 -1.04 -2.31 -1.61  -0.20
C11 -0.24 -3.48 -2.11  -0.04
H5 -1.53 -2.81 2.93  0.12
H6 -2.05 -1.29 2.22  0.08
H7 -0.31 -1.77 2.32  0.06
H8 -2.49 -2.90 0.46  0.14
H9 -0.99 -3.79 0.79  0.13
H10 -0.81 -1.41 -2.17  0.09
H11 -2.11 -2.50 -1.66  0.14
H12 0.83 -3.25 -2.11  0.08
H13 -0.54 -3.69 -3.14  0.11
H14 -0.42 -4.39 -1.53  0.09
C12 -3.44 2.72 0.44  0.00
C13 -2.82 2.38 1.63  -0.01
C14 -1.88 1.37 1.62  -0.13
N1 -1.51 0.72 0.50  -0.07
C15 -2.12 1.05 -0.64  -0.12
C16 -3.10 2.02 -0.72  -0.01
H15 -4.18 3.51 0.41  0.13
H16 -3.05 2.88 2.56  0.13
H17 -1.38 1.08 2.54  0.12
H18 -1.81 0.52 -1.53  0.11
H19 -3.56 2.25 -1.67  0.13
C17 4.54 -1.83 1.10  0.02
O4 3.28 -1.12 0.94  -0.11
C18 2.16 -1.70 0.69  -0.39
C19 2.18 -3.18 0.52  -0.04
H20 4.48 -2.53 1.93  0.11
H21 5.27 -1.06 1.32  0.11
H22 4.80 -2.34 0.17  0.11
H23 2.87 -3.47 -0.28  0.11
H24 1.20 -3.59 0.30  0.05
H25 2.55 -3.65 1.44  0.12

(3)
The following is a DFT calculation (ωB97M-V with the def2-TZVPD basis set) of a structure of composition C19H26B3F4I3O16 in a non-equilibrium geometry.

Calculated values
- E_tot: -3310.856191 Ha
- HOMO: -9.097 eV
- Maximum force: 1.6 eV/Å
- Multiplicity: 1
- Molar mass: 999.54 Da
- Kohn-Sham gap: 8.708 eV
- LUMO level: -0.4 eV
- Net charge: 0

Last column: Löwdin charge in e.
Element x y z (Å)
C1 -4.25 2.90 0.08  -0.06
C2 -3.80 2.32 -1.26  -0.27
O1 -4.00 0.92 -1.24  -0.13
C3 -3.85 0.35 -2.52  -0.21
C4 -2.37 0.23 -2.94  0.00
B1 -1.65 -0.97 -2.23  -0.52
O2 -2.26 -1.90 -1.41  0.24
B2 -1.54 -2.08 -0.25  -1.01
I1 -2.53 -2.44 1.65  1.08
O3 -0.16 -2.01 -0.23  0.15
B3 0.21 -0.97 -1.08  -0.71
C5 1.02 0.31 -0.62  -0.61
I2 2.14 -0.28 1.15  0.89
C6 1.88 0.91 -1.75  -0.77
C7 1.07 1.68 -2.79  -0.18
I3 3.29 2.36 -0.92  0.80
O4 -0.26 -1.11 -2.38  0.28
H1 -4.09 2.18 0.88  0.08
H2 -3.70 3.81 0.29  0.07
H3 -5.32 3.10 0.07  0.07
H4 -2.75 2.57 -1.42  0.11
H5 -4.41 2.73 -2.06  0.12
H6 -4.40 0.92 -3.28  0.12
H7 -4.22 -0.67 -2.44  0.12
H8 -1.82 1.13 -2.64  0.09
H9 -2.30 0.16 -4.03  0.13
H10 0.28 1.07 -0.37  0.10
H11 2.51 0.17 -2.23  0.06
H12 1.74 2.35 -3.32  0.05
H13 0.66 1.03 -3.55  0.08
H14 0.30 2.32 -2.35  0.08
C8 -4.04 -2.77 6.47  -0.05
C9 -4.63 -2.89 5.09  -0.31
O5 -5.32 -4.13 5.15  0.13
C10 -5.69 -4.30 6.45  -0.55
O6 -6.49 -5.08 6.82  0.19
O7 -5.02 -3.45 7.27  0.08
F1 -3.67 -2.97 4.14  -0.10
H15 -3.08 -3.28 6.56  0.10
H16 -3.93 -1.74 6.79  0.14
H17 -5.34 -2.10 4.82  0.17
C11 5.45 7.11 -0.90  -0.05
C12 4.34 6.54 -0.06  -0.32
O8 3.18 7.02 -0.72  0.13
C13 3.51 7.15 -2.04  -0.55
O9 2.73 7.26 -2.91  0.19
O10 4.86 7.12 -2.20  0.07
F2 4.37 7.05 1.20  0.07
H18 5.72 8.12 -0.61  0.15
H19 6.35 6.49 -0.88  0.14
H20 4.31 5.46 -0.01  0.14
C14 4.15 -0.91 -4.48  -0.06
C15 4.97 -0.89 -5.74  -0.32
O11 5.83 0.21 -5.53  0.14
C16 6.01 0.31 -4.18  -0.55
O12 6.86 0.93 -3.66  0.20
O13 5.07 -0.42 -3.51  0.06
F3 4.20 -0.64 -6.83  0.08
H21 3.28 -0.25 -4.53  0.14
H22 3.80 -1.91 -4.22  0.14
H23 5.56 -1.79 -5.92  0.17
C17 0.15 -4.95 3.59  -0.06
C18 -0.17 -6.34 4.08  -0.31
O14 -0.48 -6.12 5.44  0.15
C19 -0.98 -4.86 5.53  -0.53
O15 -1.58 -4.44 6.46  0.17
O16 -0.71 -4.15 4.41  0.05
F4 0.91 -7.16 3.99  0.08
H24 1.19 -4.67 3.77  0.15
H25 -0.08 -4.81 2.53  0.13
H26 -1.02 -6.81 3.58  0.18